Here is an isolated molecule of C4H9N3O2S in a non-equilibrium geometry from the OMol25 dataset. Energies are from ωB97M-V with the def2-TZVPD basis set.

The energy above the lowest of the compared OMol25 structures with the same formula, charge and spin comes out at 59.05 kcal/mol. As for the SMILES: CN1CN=N[C@@H]1S(C)(=O)=O. Its highest occupied orbital energy is -9.042 eV. The value obtained for the electronic energy is -23691.8178 eV. Its largest force on an atom is 0.058 hartree/bohr.

Last column: Löwdin charge in e.
Cartesian coordinates (Å):
H -2.15 0.76 0.36  0.0726
S 0.57 1.20 0.37  0.6376
H -0.31 0.51 -1.82  0.1239
H 2.94 1.02 0.14  0.0600
N -1.07 -0.87 -0.38  -0.1881
H -0.95 -2.93 0.07  0.1294
C -0.10 0.00 -0.89  -0.2910
H -3.12 -0.60 -0.24  0.0864
H -2.28 -0.70 1.33  0.0922
N 1.20 -1.09 -1.02  0.0881
O 0.73 0.45 1.59  -0.3220
O -0.29 2.35 0.41  -0.3389
H -0.20 -1.89 1.32  0.1253
N 0.89 -2.05 -0.38  -0.0034
C -0.39 -2.00 0.24  -0.2078
C 2.20 1.72 -0.23  -0.1302
H 2.18 1.70 -1.31  0.0582
H 2.38 2.72 0.14  0.0651
C -2.22 -0.32 0.31  -0.0574

***

Here is a structure of composition C38H31Cl6MnN5O4STe in a non-equilibrium geometry from the OMol25 dataset. Energies are from ωB97M-V with the def2-TZVPD basis set.

The energy above the lowest of the compared OMol25 structures with the same formula, charge and spin comes out at 13.20 kcal/mol. Its highest occupied orbital energy (alpha / beta) is -1.721 / -1.763 eV. The value obtained for the electronic energy is -180137.6602 eV. As for the charge: -2. The multiplicity is 2. Its largest force on an atom is 0.024 hartree/bohr.

Last column: Löwdin charge in e.
Cartesian coordinates (Å):
H 2.70 3.37 -0.88  0.0816
C -4.45 1.70 -2.47  -0.2835
C -3.99 -1.71 1.99  -0.0797
C 2.00 -2.04 -4.78  -0.7115
C 0.89 0.05 -4.30  -0.6126
H 3.29 -0.51 2.03  0.0931
C -1.55 1.10 1.36  -0.2954
H 1.58 5.80 1.25  0.0628
H 4.96 -6.90 -1.43  0.0970
C 3.40 -1.63 5.13  -0.0457
N -0.50 1.13 0.63  -0.0436
H 0.17 4.37 -1.06  0.1031
Cl 2.89 -3.09 -5.86  0.5843
C 0.56 -0.36 -3.02  -0.5037
H 4.02 -2.58 6.96  0.0834
H -4.99 -1.09 -1.55  0.0407
H 2.54 -6.30 -1.41  0.0811
C 3.25 -5.79 -0.77  -0.1994
C -6.12 3.27 -3.25  -0.1150
C -6.54 0.90 -3.37  -0.0626
Mn 0.13 -0.54 -0.25  0.5014
H -1.74 -3.05 -0.12  0.1060
O -0.16 0.37 -2.19  -0.3787
Cl 2.16 -4.05 -2.91  0.7307
C -2.24 -2.35 0.53  -0.1256
H -4.90 -1.92 2.54  0.0961
H -2.52 3.02 1.51  0.0815
Cl 1.09 -4.49 0.11  0.7667
O 0.68 -2.03 -1.38  -0.2465
H -2.32 2.08 -2.17  0.0615
H -3.86 0.33 2.65  0.0958
C -3.41 -0.45 2.06  -0.0077
N 3.12 -3.10 1.78  0.0888
C -6.95 2.21 -3.59  -0.1189
C 2.78 -4.81 0.09  -0.6044
H 2.32 -2.54 1.43  0.0908
C -3.09 1.37 -1.90  -0.3881
C 1.61 -0.78 -5.19  -0.7158
C 1.68 -2.48 -3.48  -0.5708
C -4.75 -0.76 -2.57  -0.4374
H 1.65 5.32 -1.17  0.1029
Cl 2.01 -0.20 -6.79  0.5809
C 1.07 4.66 -0.52  -0.2744
H -7.18 0.07 -3.64  0.1005
C 3.36 -2.99 3.16  -0.2202
H -1.17 2.76 2.61  0.0719
C 3.62 -4.10 0.96  -0.2866
N 0.11 2.34 0.50  0.0409
C 4.98 -4.43 0.89  -0.5785
C 1.23 -0.62 2.58  -0.6269
C 5.46 -5.44 0.06  -0.1347
H -7.92 2.41 -4.04  0.0856
S 2.25 0.87 -0.42  0.7330
C 0.69 5.41 0.75  -0.1100
H 3.24 -0.66 5.60  0.1075
C 1.33 2.25 -0.03  -0.7804
H -4.21 3.83 -2.43  0.1085
Cl 6.15 -3.52 1.79  0.7050
C 0.98 -1.67 -2.59  -0.4145
H 0.17 4.73 1.43  0.0469
H -2.72 1.98 2.94  0.0590
C -4.87 3.00 -2.69  -0.0508
C -2.23 -0.20 1.36  -0.2163
H 4.36 -4.79 5.85  0.0878
O 0.42 -0.02 3.30  0.0173
C 2.71 -0.55 2.95  -0.0669
H 2.87 0.36 3.52  0.1148
H 0.02 6.25 0.52  0.0601
H -3.12 1.29 -0.81  0.0499
C -5.29 0.63 -2.81  -0.2983
H -3.82 -3.67 1.12  0.0968
Te -2.58 -0.55 -2.67  1.4401
N 1.90 3.48 -0.28  -0.0452
H -5.16 -1.50 -3.26  0.0395
N -1.68 -1.15 0.61  0.0405
C 3.16 -1.74 3.77  -0.1478
C 4.59 -6.12 -0.77  -0.1025
H -6.43 4.29 -3.43  0.0873
H 3.91 -5.04 3.44  0.1079
O 0.98 -1.31 1.53  -0.1592
Cl 0.35 1.63 -4.80  0.6332
C 4.02 -3.94 5.28  -0.1164
C 3.78 -4.07 3.92  -0.0632
C -3.40 -2.68 1.21  -0.0697
C 3.83 -2.71 5.90  -0.1203
H 6.52 -5.64 0.06  0.0905
C -2.03 2.28 2.15  -0.0250

***

Here is an isolated molecule of C10H14N2O2 in a non-equilibrium geometry from the OMol25 dataset. Energies are from ωB97M-V with the def2-TZVPD basis set.

The energy above the lowest of the compared OMol25 structures with the same formula, charge and spin comes out at 116.49 kcal/mol. As for the SMILES: CCCOc1ccc(/N=C\NO)cc1. Its highest occupied orbital energy is -7.182 eV. The value obtained for the electronic energy is -17666.0380 eV. Its largest force on an atom is 0.106 hartree/bohr.

Last column: Löwdin charge in e.
Cartesian coordinates (Å):
C -2.22 -1.00 0.02  -0.3517
H -0.14 -0.01 2.47  0.1566
C 3.60 1.63 0.07  -0.1426
H 2.45 0.81 -1.60  0.1287
H 3.69 -1.17 0.64  0.1388
O 1.74 -0.61 0.83  -0.1248
C 0.45 -0.85 0.41  -0.2714
C 2.89 -0.77 -0.06  -0.2123
H -1.84 1.37 0.57  0.2111
H 4.38 1.24 0.83  0.0922
C -0.02 -1.38 -0.83  -0.0403
O -2.64 1.93 -0.03  -0.0903
C -1.35 -1.41 -1.06  -0.0300
C -1.77 -1.03 1.39  -0.0180
H -2.48 -0.84 2.07  0.0660
H -2.14 -1.75 -1.83  0.1462
C -0.40 -0.71 1.56  -0.0232
H 2.61 -1.83 -0.48  0.1467
H -5.30 0.06 -0.44  0.1171
H 0.83 -1.56 -1.51  0.1052
N -3.96 1.37 0.10  -0.0134
C 3.17 0.47 -0.80  -0.2979
C -4.24 0.13 -0.34  -0.1803
H 4.04 0.26 -1.51  0.1270
H -4.63 1.97 -0.20  0.0855
N -3.50 -0.93 -0.38  0.0704
H 4.05 2.49 -0.56  0.0920
H 2.69 2.13 0.68  0.1126

***

Here is an isolated molecule of C3H2F2OS in a non-equilibrium geometry from the OMol25 dataset. Energies are from ωB97M-V with the def2-TZVPD basis set.

The energy above the lowest of the compared OMol25 structures with the same formula, charge and spin comes out at 29.57 kcal/mol. As for the SMILES: O=C(S)/C(F)=C\F. Its highest occupied orbital energy is -10.044 eV. The value obtained for the electronic energy is -21459.0047 eV. Its largest force on an atom is 0.104 hartree/bohr.

Last column: Löwdin charge in e.
Cartesian coordinates (Å):
H -1.33 -2.26 0.41  0.1718
F -1.28 -1.35 -1.50  0.0508
C -0.83 -1.44 -0.22  -0.0143
C 0.35 0.67 -0.30  -0.6983
F 0.42 -0.57 1.60  -0.0553
S 1.27 1.62 0.89  0.8951
C -0.01 -0.57 0.26  -0.2787
O -0.21 1.22 -1.25  0.0291
H 1.61 2.67 0.12  -0.1003